Computed, not measured: the molecule C20H14N2O3, with ωB97M-V/def2-TZVPD.

XYZ file:
```
39
Properties=species:S:1:pos:R:3:forces:R:3
O 2.235674 3.553734 -1.723044 -0.958 -0.351 -0.709
O 2.444233 2.208087 -0.021560 -1.680 -1.523 0.475
O 1.586805 -1.509812 1.881758 -0.349 1.828 -1.822
C 1.739348 2.720948 -0.929332 3.250 1.758 0.074
C 0.188748 0.452204 0.351505 -0.293 1.775 -1.350
C -1.863303 3.806836 -1.368761 2.315 -1.747 0.060
C -2.558213 2.670830 -0.882842 -1.538 0.155 -0.845
C -0.787333 1.294770 2.518010 0.865 0.158 0.992
C -0.439908 3.713445 -1.496171 -2.224 -0.720 0.546
C -1.929511 1.498226 -0.401450 1.803 2.160 -1.063
C -0.893609 1.260687 3.900408 -2.544 2.789 -3.038
C 0.715528 -0.487074 3.833821 -0.302 -0.244 -0.033
C 2.206924 -1.332901 -2.262356 -0.640 -0.025 -0.537
C 0.807470 -0.509965 2.449785 -0.037 -1.241 1.396
C 0.031440 0.404409 1.744399 -0.247 0.408 0.069
C 0.252436 2.580004 -1.001906 -1.560 0.675 0.600
C -0.494416 1.562489 -0.381779 -0.808 -0.696 -0.152
C -0.168834 0.331495 4.524992 0.912 -1.456 4.368
C 2.969475 -2.165770 -1.453840 0.722 -0.004 -1.825
C 2.654776 -2.169516 -0.164674 1.847 -3.147 5.063
C 1.200101 -0.589065 -1.722420 0.899 0.455 0.572
C 1.753283 -1.387687 0.487722 -1.201 0.976 0.022
C 0.987289 -0.467845 -0.328201 0.964 -1.716 1.565
N -0.353186 0.274935 5.941271 -0.703 1.140 -1.874
N 3.943725 -2.992788 -1.980087 -1.236 0.608 -0.501
H -2.352105 4.687685 -1.776243 -0.201 -0.282 0.268
H -3.666507 2.763785 -1.076036 1.144 -0.613 0.735
H -1.205765 2.183146 2.137747 -0.644 0.436 -1.348
H 0.076834 4.523379 -1.971082 0.544 0.027 0.031
H -2.351848 0.530775 -0.172048 -0.666 0.352 0.261
H -1.601938 2.023539 4.383780 1.374 -1.402 -0.522
H 1.243911 -1.160824 4.436363 0.948 -1.074 0.438
H 2.415623 -1.315875 -3.314447 -0.140 0.204 -0.432
H 3.229519 -2.970671 0.415026 -0.921 1.344 -0.315
H 0.693423 0.063330 -2.364314 -0.920 0.877 -0.759
H 0.166005 -0.316222 6.532603 0.622 -0.552 0.428
H -0.918237 1.019689 6.392000 0.856 -1.057 -0.714
H 4.824484 -3.171658 -1.513851 -0.381 0.120 -0.278
H 3.855564 -2.942852 -2.986842 1.128 -0.392 0.155
```
Forces are in eV/Å.

Summary:
M, g/mol: 330.343
HOMO-LUMO gap, eV: 5.4
E_tot, Ha: -1105.69448
LUMO, eV: -1.70
Energy above the lowest of the compared OMol25 structures with the same formula, charge and spin, kcal/mol: 33.8
HOMO level, hartree: -0.2610
Strongest force on any atom, eV/A: 6.24